Here is one molecule with the formula C5H7NO in a non-equilibrium geometry from OMol25. Energies are from wB97M-V/def2-TZVPD.

Properties
- SMILES: C1=NC[C@]2(C1)CO2
- HOMO energy: -0.367 Eh
- Frontier orbital gap: 10.89 eV
- ΔE to the lowest compared entry with this formula, charge and spin: 2.456 eV
- Energy: -8833.7470 eV

ORCA input file:
```
! wB97M-V def2-TZVPD RIJCOSX def2/J DEFGRID3
* xyz 0 1
C -1.38097 0.30395 -1.32675
C -0.74539 -0.87709 -0.49097
C 0.11808 1.25846 -0.04944
C 1.25458 -0.64501 1.27613
C 0.51609 -0.15911 0.10790
N -0.87163 1.44960 -1.13147
O 1.88198 -0.57858 -0.02408
H -2.30164 0.19209 -1.91671
H -1.49227 -1.03261 0.28351
H -0.37277 -1.74764 -1.02403
H -0.31156 1.62838 0.91789
H 1.00697 1.89149 -0.25294
H 1.48489 0.00448 2.07275
H 1.21364 -1.68840 1.55821
*
```